Record 1
3 unconnected molecules or ions with the total composition C41H76N3O11, computed with ωB97M-V with the def2-TZVPD basis set.

- Charge: +1
- Multiplicity: 1
- Gap between HOMO and LUMO: 7.04 eV

XYZ file:
```
131
Properties=species:S:1:pos:R:3:forces:R:3
C -1.617371 -5.975346 3.079279 0.0 0.8 -0.8
C -1.886101 -4.425690 2.810152 -0.2 -0.3 0.0
C -1.318536 -3.486247 3.979207 0.3 -1.3 -2.3
C 0.255923 -3.335867 3.676207 -1.5 0.9 1.4
C 0.406239 -2.135932 2.687657 -1.1 -0.3 -0.2
C 1.777961 -1.563492 2.207856 -0.1 1.2 -1.0
C 3.185453 -2.195177 2.433196 1.4 -0.1 -0.1
C 3.443463 -3.269082 3.562351 0.2 0.7 -0.3
C 3.261057 -4.777439 3.131158 -0.1 1.1 3.9
O 4.467976 -5.492419 3.509402 -0.2 0.7 -0.2
C 4.431604 -5.775116 4.893916 -0.2 -0.8 1.8
O 3.791361 -6.723490 5.278485 0.2 0.7 -0.9
C 5.146757 -4.931347 5.958047 1.3 1.5 1.5
C 4.720924 -5.088564 7.370494 1.2 1.1 0.1
C 5.351267 -4.326293 8.450005 1.3 0.8 -1.6
C 6.448978 -3.357672 8.192710 -1.6 -2.1 -2.5
C 6.868300 -3.225176 6.787496 -1.1 -0.8 1.2
C 6.244256 -3.994002 5.708287 -0.5 0.2 1.5
N 2.840073 -5.019403 1.739878 -0.3 -0.2 -0.3
C 2.780462 -6.497798 1.519361 -0.3 -3.6 -0.9
N 1.807772 -7.165611 2.427290 1.1 -0.1 -0.4
C 3.575581 -4.246740 0.677151 2.5 0.7 -3.0
C 2.790266 -4.269018 -0.718918 -1.7 -0.3 0.3
C 1.381958 -3.535678 -0.718549 -0.3 0.0 -0.8
C 1.294196 -2.289076 -1.721962 -1.3 -0.6 0.1
C 0.275645 -1.178814 -1.219203 1.4 0.2 -0.5
N -0.201442 -0.445696 -2.434892 0.5 0.2 1.3
C -0.851163 0.816041 -2.085655 -1.3 1.2 -0.8
C -0.240537 1.925257 -1.163216 1.1 -1.1 0.6
O -1.936238 1.035661 -2.576849 1.0 -0.3 0.5
C 5.010082 -4.898475 0.331608 0.4 -0.2 0.2
C 5.051130 -5.988078 -0.784940 -0.6 0.6 -1.3
O 6.292023 -6.737116 -0.787410 -1.1 -0.7 -1.0
C 5.926162 -8.063362 -1.143633 0.1 -0.2 2.0
O 5.586928 -8.774064 -0.237314 0.1 0.0 -1.2
C 3.968661 -2.762651 1.136170 0.0 0.1 1.4
C 4.146035 -1.717521 -0.016212 0.9 0.3 0.2
H -0.763618 -6.295073 2.412955 -0.8 0.1 1.0
H -2.515385 -6.571037 2.759825 0.9 0.4 0.6
H -1.344688 -6.121022 4.153919 -0.3 -0.2 -0.9
H -1.390036 -4.196640 1.816987 -0.5 0.1 1.1
H -2.983958 -4.234696 2.630740 1.1 -0.2 0.4
H -1.520292 -4.026851 4.935937 0.2 0.8 -0.6
H -1.856515 -2.512542 3.862871 0.6 -0.7 0.7
H 0.700813 -3.065039 4.680215 0.0 -0.6 -1.2
H 0.568119 -4.347965 3.310328 0.1 0.9 0.3
H -0.190291 -1.293985 3.154717 0.9 -0.9 -0.4
H -0.226276 -2.399652 1.781830 0.8 0.3 0.9
H 1.682952 -1.417350 1.087234 0.1 -0.2 1.3
H 1.825400 -0.489126 2.566827 0.1 -1.3 -0.2
H 3.872945 -1.342374 2.735803 -1.0 -0.9 -0.4
H 2.857690 -3.053609 4.501373 0.4 -0.4 -1.1
H 4.520345 -3.146826 3.878031 -1.1 -0.3 -0.5
H 2.479513 -5.179359 3.842589 0.4 0.1 -1.5
H 3.901795 -5.793694 7.662949 0.9 0.7 -0.6
H 5.061163 -4.440954 9.523558 0.0 -0.2 -1.3
H 6.931874 -2.793255 9.029359 -0.5 -0.6 -1.0
H 7.692235 -2.494610 6.589845 -0.9 -0.9 -0.1
H 6.621026 -3.811093 4.675840 -0.4 -0.3 0.9
H 1.856393 -4.687341 1.667323 0.4 -0.1 0.4
H 2.428523 -6.788244 0.488542 0.4 1.2 0.9
H 3.780317 -7.010451 1.615897 -0.7 1.4 0.0
H 2.348545 -7.726312 3.102095 -0.4 0.6 0.0
H 1.312542 -7.877683 1.876295 0.0 0.6 0.3
H 3.393802 -3.839996 -1.555577 -0.2 -0.4 1.1
H 2.540818 -5.322290 -1.043184 0.7 1.0 0.5
H 0.590596 -4.239031 -1.119778 0.9 0.6 0.7
H 1.040907 -3.291377 0.320151 0.4 0.1 -0.8
H 0.841034 -2.674075 -2.685307 0.6 0.3 1.0
H 2.295849 -1.880468 -2.004105 -0.8 -0.1 0.5
H -0.583569 -1.613351 -0.638562 0.8 0.4 -0.6
H 0.864058 -0.446317 -0.599654 -0.7 -0.8 0.1
H 0.657492 -0.225072 -2.952029 -0.4 0.1 0.0
H -0.526612 2.963675 -1.457311 -0.1 -1.1 0.1
H -0.586093 1.698583 -0.110949 0.3 0.4 -1.1
H 0.887392 1.845446 -1.134241 -1.1 0.2 -0.1
H 5.535651 -5.294164 1.239347 -0.6 0.3 -0.6
H 5.654050 -4.048164 -0.041341 -0.7 -0.9 0.4
H 4.989036 -5.463953 -1.788662 0.0 -0.5 1.0
H 4.190620 -6.716194 -0.791017 0.8 0.8 0.4
H 5.924466 -8.423946 -2.207712 0.4 0.9 0.7
H 5.012287 -2.863117 1.572074 -1.1 -0.2 -0.5
H 4.947275 -0.996817 0.330711 -0.9 -0.7 -0.3
H 3.257929 -1.088491 -0.258634 0.5 -0.8 0.2
H 4.574252 -2.172398 -0.955003 -0.6 0.4 0.9
C -8.625711 3.974127 -1.547693 0.0 0.2 -0.3
O -7.529103 4.574185 -2.207386 0.0 -0.3 0.4
C -6.904833 5.597646 -1.441549 0.1 0.0 -0.5
C -5.391825 5.547348 -1.584632 0.1 0.2 0.2
O -4.766891 4.449394 -0.917020 -0.1 -0.1 -0.2
C -4.991075 3.151321 -1.464798 0.2 -0.1 0.1
C -4.345255 2.918587 -2.822547 -0.6 0.0 0.0
O -5.062241 3.615037 -3.835463 0.3 0.3 0.0
C -4.231964 4.152238 -4.843016 -0.3 -0.2 0.1
H -9.490477 4.647903 -1.564216 -0.1 -0.1 0.2
H -8.881904 3.058994 -2.081806 0.0 0.1 -0.1
H -8.376473 3.710720 -0.515221 0.0 0.0 0.1
H -7.173457 5.521431 -0.382359 0.0 -0.1 0.0
H -7.269639 6.558343 -1.825852 0.1 0.1 0.2
H -4.986965 6.442151 -1.104189 0.0 -0.1 0.1
H -5.080926 5.597883 -2.627395 -0.2 -0.1 0.0
H -6.055348 2.911003 -1.475815 0.0 0.1 -0.3
H -4.527714 2.456929 -0.757040 0.1 0.1 0.0
H -4.385397 1.850661 -3.067751 0.2 0.0 0.2
H -3.300772 3.239708 -2.783086 0.0 0.0 0.0
H -3.377233 4.684879 -4.410447 0.1 -0.1 0.0
H -4.822616 4.871262 -5.412037 -0.1 -0.1 0.0
H -3.890112 3.358841 -5.514288 0.2 0.1 -0.1
C -1.572228 7.621027 -6.278131 -0.2 0.3 -0.2
O -2.625756 8.518718 -5.993409 0.2 -0.3 0.3
C -3.867952 7.868068 -5.756985 0.0 0.5 -0.1
C -4.624882 8.536316 -4.618384 -0.1 -0.2 0.0
O -4.072496 8.304712 -3.321845 0.1 0.1 -0.2
C -2.822101 8.927256 -3.030605 0.0 0.0 0.2
C -2.878303 10.444953 -2.920438 0.3 -0.1 -0.5
O -3.014063 11.036228 -4.205723 -0.4 0.0 0.1
C -3.842426 12.183434 -4.210197 0.2 -0.1 -0.1
H -1.673366 7.232166 -7.298291 0.1 -0.2 0.1
H -0.632257 8.167714 -6.201047 -0.1 0.1 0.0
H -1.547557 6.792807 -5.562710 0.0 -0.1 0.0
H -3.724671 6.808377 -5.527251 0.1 0.1 0.0
H -4.456602 7.947571 -6.679547 -0.2 -0.1 0.1
H -5.626305 8.096733 -4.584813 0.1 -0.1 0.1
H -4.768074 9.601765 -4.798273 0.2 0.0 -0.1
H -2.051179 8.599676 -3.729655 0.0 0.2 -0.1
H -2.531555 8.537750 -2.050133 -0.1 0.0 0.0
H -1.937385 10.812648 -2.489646 -0.1 -0.1 0.3
H -3.709596 10.726110 -2.265858 0.0 0.0 0.0
H -4.776163 11.999769 -3.668069 0.0 0.1 0.1
H -4.094911 12.408131 -5.246956 0.1 0.0 0.0
H -3.311703 13.036281 -3.778137 -0.2 0.1 0.1
```
Positions in Å, forces in eV/Å.


Record 2
C15H19N3O in the gas phase, computed with ωB97M-V with the def2-TZVPD basis set.

- Energy relative to the best compared isomer or geometry (same formula, charge and spin): 2.063 eV
- Multiplicity: 1
- Gap between HOMO and LUMO: 8.89 eV
- SMILES string: Cc1cccc(OCc2nnc3n2CCCCC3)c1

XYZ file:
```
38
Properties=species:S:1:pos:R:3:forces:R:3
C 0.098589 -5.717392 -2.119497 0.0 0.0 0.0
C 0.365006 -4.421288 -1.415356 0.0 0.1 0.0
C 0.526187 -4.394691 -0.032977 0.0 0.0 0.1
C 0.754653 -3.198784 0.615583 0.0 -0.1 0.0
C 0.831186 -2.008543 -0.089951 0.1 0.3 -0.1
C 0.670700 -2.023069 -1.467716 0.1 -0.3 0.1
O 0.757047 -0.929601 -2.287003 -0.2 -0.1 0.0
C 0.896182 0.337219 -1.710707 0.3 0.2 0.0
C -0.300592 0.764748 -0.923252 -0.1 0.2 0.1
N -1.422923 0.117381 -0.814979 0.6 -0.7 -0.7
N -2.243898 0.830666 -0.026361 -0.8 0.5 0.6
C -1.619467 1.911769 0.337675 0.1 0.2 -0.1
N -0.363386 1.932637 -0.207792 -0.6 -0.6 -0.2
C 0.630430 2.953141 -0.016954 0.4 0.2 0.2
C 1.033057 3.085365 1.454593 -0.1 0.3 -0.1
C 0.013576 3.847916 2.301052 0.0 -0.3 0.1
C -1.314946 3.119980 2.507083 0.0 0.3 -0.1
C -2.145632 2.973269 1.227108 0.1 -0.1 0.2
C 0.441295 -3.233616 -2.118629 0.0 0.2 0.0
H 0.175851 -5.598385 -3.196841 0.0 -0.1 -0.1
H -0.905152 -6.069841 -1.883210 -0.1 -0.1 0.0
H 0.804167 -6.481224 -1.796954 0.0 -0.1 0.0
H 0.467362 -5.314261 0.530590 0.0 -0.1 0.1
H 0.875653 -3.182985 1.689152 0.0 0.0 0.1
H 1.001491 -1.089902 0.449159 0.0 0.1 0.0
H 1.037220 1.017791 -2.560214 0.1 -0.1 0.2
H 1.798348 0.385319 -1.076740 -0.1 0.0 -0.1
H 1.501801 2.694656 -0.622875 -0.1 0.1 0.0
H 0.233757 3.909075 -0.378824 0.1 -0.1 0.0
H 1.986149 3.616422 1.496786 0.0 0.0 0.0
H 1.187255 2.088182 1.873630 0.1 0.0 0.0
H 0.458449 4.032394 3.281600 0.0 0.1 0.0
H -0.176346 4.821011 1.840346 0.0 0.1 0.0
H -1.132786 2.129851 2.930185 0.0 0.0 0.1
H -1.902413 3.685970 3.232747 0.0 -0.1 0.0
H -3.169568 2.696706 1.478081 0.0 0.0 -0.1
H -2.167521 3.927580 0.691962 -0.1 0.1 0.0
H 0.319215 -3.215465 -3.190501 0.0 0.0 -0.2
```
Positions in Å, forces in eV/Å.